# 1
{
  "formula": "C4H10CdO2",
  "method": "ωB97M-V/def2-TZVPD",
  "orbital_gap_ev": [6.945, 9.770],
  "s2": 0.75,
  "charge": 1,
  "homo_energy_ev": [-11.79, -15.07],
  "fmax_ha_per_bohr": 0.06629,
  "spin_multiplicity": 2,
  "species": ["Cd", "O", "O", "C", "C", "C", "C", "H", "H", "H", "H", "H", "H", "H", "H", "H", "H"],
  "coordinates": [[1.658, 1.519, 0.640], [1.782, 0.285, 2.289], [1.413, 3.037, 2.035], [0.701, -0.561, 2.669], [2.859, 0.317, 3.228], [4.121, 0.931, 2.680], [0.869, 3.102, 3.141], [-0.160, -0.345, 2.027], [0.248, 3.976, 3.391], [3.067, -0.727, 3.509], [1.024, -1.602, 2.536], [4.324, 0.616, 1.646], [4.098, 2.027, 2.736], [0.404, -0.395, 3.714], [2.472, 0.826, 4.202], [4.968, 0.612, 3.300], [1.367, 2.579, 3.975]]
}

---

# 2
{
  "formula": "C4H13N2O",
  "method": "ωB97M-V/def2-TZVPD",
  "orbital_gap_ev": 10.364,
  "charge": 1,
  "homo_energy_ev": -13.41,
  "fmax_ha_per_bohr": 0.03764,
  "smiles": "[NH3+]CCNCCO",
  "species": ["O", "N", "N", "C", "C", "C", "C", "H", "H", "H", "H", "H", "H", "H", "H", "H", "H", "H", "H", "H"],
  "coordinates": [[-0.861, -0.154, -1.785], [-0.382, -0.468, 1.052], [0.054, 1.962, -0.114], [1.271, 1.218, 0.320], [-1.240, -1.347, -1.078], [-0.259, -1.604, 0.055], [0.887, 0.174, 1.388], [-0.834, -0.940, 1.827], [-0.361, 2.368, 0.729], [-0.974, -0.288, -2.706], [-1.283, -2.159, -1.807], [0.976, 0.634, 2.371], [0.742, -1.570, -0.373], [-0.634, 1.262, -0.447], [-0.562, -2.516, 0.560], [0.280, 2.573, -0.892], [1.654, -0.608, 1.407], [1.986, 1.929, 0.731], [1.807, 0.765, -0.509], [-2.267, -1.231, -0.727]]
}

---

| no. | E (Eh) |
| --- | --- |
| 1 | -476.260808 |
| 2 | -344.702249 |